ORCA calculation (ωB97M-V/def2-TZVPD) on C23H30F6N2O4S as an isolated structure in a non-equilibrium geometry.

Properties
HOMO   -8.4 eV
Total charge   0
Gap between HOMO and LUMO   7.99 eV
LUMO level   -0.364 eV

Last column: natural (NBO) charge in e.
Element x y z (Å)
C: 1.30 -5.33 -4.49  -0.599
C: 0.82 -3.92 -4.05  -0.430
C: 1.18 -3.54 -2.62  -0.110
C: 0.25 -2.81 -1.78  0.049
C: -1.11 -2.35 -2.29  -0.439
C: -1.08 -0.85 -2.63  -0.389
C: -0.07 -0.46 -3.74  -0.484
C: 1.12 0.34 -3.30  0.621
F: 1.97 0.43 -4.37  -0.328
F: 1.82 -0.22 -2.30  -0.317
C: 0.82 1.81 -2.91  0.916
F: 1.94 2.35 -2.41  -0.311
F: 0.49 2.51 -3.99  -0.306
F: -0.12 1.92 -1.98  -0.310
C: 0.54 -2.50 -0.48  0.240
O: -0.38 -1.85 0.31  -0.527
C: 0.00 -0.52 0.73  -0.057
C: 0.38 -0.43 2.21  -0.261
C: -0.79 0.10 3.05  -0.605
C: 1.66 0.44 2.34  -0.202
C: 1.27 1.93 2.24  -0.616
C: 2.48 0.13 3.60  -0.608
C: 1.81 -2.87 0.06  0.126
N: 2.32 -2.65 1.27  -0.643
S: 3.80 -3.23 1.31  0.963
N: 3.92 -3.82 -0.20  -0.585
C: 2.75 -3.54 -0.76  0.007
C: 2.39 -3.87 -2.09  0.436
F: 3.34 -4.50 -2.81  -0.320
H: 2.06 -5.23 -5.25  0.213
H: 0.47 -5.84 -4.98  0.205
H: 1.69 -5.91 -3.68  0.220
H: 1.25 -3.17 -4.71  0.217
H: -0.25 -3.91 -4.14  0.210
H: -1.79 -2.50 -1.47  0.242
H: -1.42 -2.93 -3.15  0.204
H: -2.07 -0.62 -3.02  0.211
H: -0.97 -0.27 -1.73  0.226
H: -0.60 0.14 -4.48  0.237
H: 0.27 -1.35 -4.26  0.238
H: 0.77 -0.11 0.08  0.184
H: -0.88 0.11 0.58  0.179
H: 0.54 -1.45 2.56  0.233
H: -1.48 -0.71 3.28  0.206
H: -1.32 0.90 2.54  0.201
H: -0.45 0.49 4.00  0.220
H: 2.29 0.23 1.48  0.191
H: 0.99 2.31 3.21  0.233
H: 2.08 2.50 1.80  0.205
H: 0.43 2.05 1.56  0.191
H: 2.95 1.03 3.99  0.207
H: 1.90 -0.39 4.36  0.208
H: 3.30 -0.52 3.32  0.203
C: -4.02 6.39 3.13  -0.626
C: -3.32 5.12 2.71  0.064
C: -4.10 3.85 2.93  -0.093
O: -3.05 2.88 3.08  -0.495
C: -1.96 3.53 3.57  0.975
O: -0.99 3.00 3.98  -0.573
O: -2.15 4.87 3.52  -0.493
H: -3.33 7.23 3.09  0.233
H: -4.86 6.59 2.47  0.222
H: -4.38 6.31 4.15  0.218
H: -2.98 5.20 1.67  0.184
H: -4.74 3.59 2.09  0.205
H: -4.69 3.87 3.84  0.185